Below is a molecular structure, C32H44N5OPPtS at a distorted geometry, with properties calculated with ωB97M-V/def2-TZVPD.

- Multiplicity: 1
- HOMO-LUMO gap (alpha / beta): 7.02 / 7.02 eV
- Calculated total energy: -2453.63594 Eh
- M: 772.9 g/mol

```
85
C32H44N5OPPtS, DFT ωB97M-V/def2-TZVPD
Pt 1.688 0.321 0.357
N 4.007 3.155 2.743
C 3.731 2.063 1.960
S 3.211 2.350 0.323
N 3.903 0.895 2.497
N 3.456 -0.129 1.648
C 4.155 -1.185 1.695
C 3.897 -2.356 0.889
C 4.619 -3.521 1.166
C 4.436 -4.675 0.438
C 3.503 -4.660 -0.600
C 2.792 -3.514 -0.893
C 2.993 -2.323 -0.175
O 2.332 -1.244 -0.602
H 4.181 4.015 2.255
H 4.554 2.979 3.572
H 4.991 -1.203 2.391
H 5.336 -3.497 1.980
H 5.007 -5.567 0.656
H 3.335 -5.555 -1.186
H 2.087 -3.497 -1.715
N -2.318 4.288 4.846
C -1.732 4.158 3.866
C -1.006 4.000 2.624
C -0.963 5.018 1.680
C -0.263 4.796 0.509
C 0.341 3.563 0.313
N 0.299 2.587 1.216
C -0.343 2.808 2.356
H -1.463 5.959 1.869
H -0.180 5.566 -0.246
H 0.893 3.344 -0.592
H -0.325 2.013 3.094
C 0.361 -1.029 3.268
C -1.122 -0.740 3.461
C -1.832 -0.440 2.132
C -1.318 -1.293 0.937
C -0.640 -2.559 1.482
C 0.565 -2.281 2.394
P -0.389 -0.330 -0.341
C -0.212 -1.578 -1.701
C -1.440 -2.385 -2.162
C -2.189 -1.773 -3.345
C -1.252 -1.635 -4.538
C -0.075 -0.728 -4.191
C 0.661 -1.157 -2.917
C -1.644 0.952 -0.758
C -3.115 0.466 -0.786
C -4.008 1.404 -1.614
C -3.540 2.850 -1.490
C -2.145 3.021 -2.115
C -1.324 1.724 -2.043
H 0.853 -1.158 4.233
H 0.837 -0.166 2.793
H -1.270 0.097 4.147
H -1.593 -1.608 3.933
H -1.758 0.626 1.906
H -2.896 -0.646 2.264
H -2.188 -1.614 0.367
H -0.354 -3.235 0.673
H -1.405 -3.085 2.060
H 1.462 -2.161 1.793
H 0.729 -3.157 3.026
H 0.419 -2.262 -1.135
H -2.116 -2.600 -1.334
H -1.059 -3.357 -2.499
H -2.585 -0.788 -3.085
H -3.045 -2.401 -3.600
H -1.788 -1.241 -5.404
H -0.880 -2.629 -4.815
H -0.423 0.302 -4.110
H 0.649 -0.736 -5.010
H 1.365 -0.386 -2.616
H 1.275 -2.025 -3.173
H -1.546 1.663 0.065
H -3.498 0.425 0.235
H -3.189 -0.544 -1.189
H -5.041 1.307 -1.275
H -3.996 1.111 -2.669
H -3.517 3.127 -0.430
H -4.250 3.524 -1.971
H -1.614 3.828 -1.610
H -2.243 3.317 -3.162
H -0.254 1.933 -2.119
H -1.584 1.098 -2.894
```